Entry 1:
{"formula": "CH2F3NS", "method": "ωB97M-V with the def2-TZVPD basis set", "species": ["F", "H", "N", "H", "S", "F", "F", "C"], "xyz": [[-0.603, 2.995, 0.190], [0.777, -0.969, 0.168], [-1.208, -1.651, -0.692], [-0.164, 3.396, -0.550], [-1.814, -0.060, -0.279], [-1.764, 1.189, -1.624], [-2.571, -0.595, 1.258], [-0.299, -0.878, -0.102]], "forces_ev_per_angstrom": [[0.8, 0.6, -0.9], [-1.1, 0.3, 0.0], [3.3, 2.6, 1.4], [-0.8, -0.7, 1.0], [-1.8, 1.0, 1.3], [1.1, -1.1, -0.3], [0.9, -0.2, -0.4], [-2.4, -2.6, -2.3]], "e_lumo_ev": -0.9, "smiles": "FS1(F)=CN=1.F", "orbital_gap_ev": 9.5, "charge": 0, "de_lowest_kcal_mol": 89.1}

***

Entry 2:
{"formula": "C2H8BaFO2V", "method": "ωB97M-V with the def2-TZVPD basis set", "species": ["V", "C", "Ba", "H", "O", "F", "H", "C", "H", "H", "O", "H", "H", "H", "H"], "xyz": [[19.742, -6.676, 10.633], [17.390, -5.250, 15.457], [23.574, -9.407, 17.743], [17.324, -6.309, 15.707], [17.384, -4.986, 14.119], [21.401, -8.360, 13.454], [16.672, -4.350, 14.019], [21.539, -1.317, 11.452], [18.227, -4.817, 16.006], [22.299, -2.674, 12.609], [21.789, -2.660, 11.795], [22.414, -0.679, 11.578], [20.699, -0.861, 11.976], [16.523, -4.840, 15.974], [21.311, -1.195, 10.393]], "forces_ev_per_angstrom": [[0.3, -0.5, 0.4], [-1.5, -0.2, 2.0], [0.2, -0.3, 0.2], [0.6, -0.6, -0.4], [0.4, 0.0, -0.7], [-0.4, 0.6, -0.5], [-0.4, 0.4, -0.7], [1.0, 0.0, -1.4], [0.9, 0.0, -0.1], [0.4, 0.0, 0.4], [-0.7, 0.6, -0.4], [0.2, 0.1, 0.8], [-0.5, 0.1, 0.7], [-0.2, 0.3, -0.2], [-0.4, -0.7, -0.1]], "e_lumo_ev": -18.5, "orbital_gap_ev": 2.5, "charge": 4, "de_lowest_kcal_mol": 117.3}

***

Entry 3:
{"formula": "CH8N6", "method": "ωB97M-V with the def2-TZVPD basis set", "species": ["H", "H", "N", "H", "N", "H", "N", "N", "N", "H", "H", "H", "H", "N", "C"], "xyz": [[-3.518, -0.749, -1.190], [0.962, -1.789, -0.389], [-3.538, -0.222, -0.390], [-4.294, 0.428, -0.577], [-0.047, 0.941, 0.364], [-3.183, 0.276, 1.505], [1.337, -0.889, -0.171], [-2.942, -0.320, 0.647], [2.668, -0.617, -0.006], [2.998, -0.753, 0.982], [3.426, -1.006, -0.562], [-0.255, 1.968, 0.280], [2.957, 1.533, -0.357], [2.410, 0.735, -0.135], [1.020, 0.465, 0.000]], "forces_ev_per_angstrom": [[1.8, -3.0, -2.3], [-0.4, -0.3, 0.2], [-2.5, 3.3, 2.0], [-0.6, 1.1, 0.7], [-1.8, 2.1, -0.9], [-0.2, -0.2, -1.8], [-0.8, -1.0, 0.1], [1.4, -1.2, 1.5], [3.7, -0.4, 1.7], [-0.3, -0.4, -0.4], [-0.3, -0.4, -1.2], [0.9, -1.3, 0.4], [1.1, 0.3, -0.1], [-2.1, 1.6, 0.3], [0.2, -0.2, -0.2]], "e_lumo_ev": -9.5, "orbital_gap_ev": 8.4, "charge": 2, "de_lowest_kcal_mol": 10.4}

***

Entry 4:
{"formula": "C45H40BClCuFN6O3", "method": "ωB97M-V with the def2-TZVPD basis set", "species": ["C", "O", "C", "C", "C", "C", "C", "H", "N", "H", "H", "C", "C", "N", "C", "C", "Cu", "N", "C", "H", "C", "Cl", "H", "C", "C", "H", "H", "H", "H", "N", "H", "C", "C", "O", "H", "C", "C", "C", "H", "C", "C", "H", "C", "O", "C", "H", "C", "H", "H", "H", "H", "H", "H", "N", "B", "C", "C", "C", "H", "H", "C", "H", "C", "C", "C", "N", "H", "H", "C", "H", "C", "H", "F", "H", "C", "H", "C", "C", "C", "C", "C", "H", "H", "H", "H", "H", "H", "C", "H", "C", "H", "C", "C", "H", "H", "C", "C", "H"], "xyz": [[-0.528, 2.167, 2.610], [0.198, -2.077, 1.433], [-3.210, -0.302, 3.585], [-0.840, -6.424, -1.662], [1.919, -3.794, -0.564], [1.403, -5.847, 1.946], [-0.117, 3.477, 2.941], [2.736, 4.708, -2.429], [0.065, 1.784, 1.473], [4.661, 3.604, 0.784], [-3.793, -1.547, -5.343], [-1.471, 1.367, 3.395], [-2.296, 0.402, 2.819], [0.168, 1.580, -1.757], [4.145, 1.679, -0.025], [0.936, 3.529, -2.492], [-1.049, 0.973, -0.185], [0.850, 2.808, 1.085], [-2.527, 0.913, 5.528], [-0.943, -5.490, -2.216], [-1.247, 0.849, -3.638], [3.077, -7.925, 1.455], [4.681, 3.518, -0.977], [-1.797, -3.228, 0.764], [-2.182, 3.736, -0.313], [1.122, 5.663, 0.859], [5.047, -4.776, 0.275], [5.647, 0.070, 0.010], [-2.738, 5.836, -0.298], [2.373, 0.345, -0.068], [1.196, 5.802, 2.626], [-0.342, -5.152, 0.440], [0.367, -4.982, 1.625], [-1.174, -1.108, -0.087], [-0.074, 3.481, -4.431], [-3.849, 2.217, 0.365], [-4.321, 4.550, 0.335], [-3.336, -0.051, 4.945], [-2.233, 0.241, 1.752], [-2.393, -1.276, -3.730], [-2.526, 2.390, -0.082], [-2.579, -2.252, -3.296], [-0.795, -2.013, 0.710], [-1.383, -4.395, 0.038], [-2.840, 0.378, -5.402], [5.980, 2.759, -0.046], [1.733, -6.871, 1.081], [-1.183, 3.973, -0.663], [1.958, -5.710, 2.864], [-1.993, -3.481, 1.813], [-1.773, 2.219, -5.208], [-0.972, -0.736, -2.223], [0.960, -4.210, -0.851], [2.789, 1.613, -0.064], [1.764, 2.766, -0.158], [0.126, 3.020, -3.477], [-0.331, 1.780, -2.981], [-0.024, -6.220, -0.417], [-2.619, 1.131, 6.587], [2.368, 3.796, -0.203], [4.910, 2.964, -0.065], [-1.852, -6.743, -1.397], [1.441, 5.165, 1.777], [-3.046, 4.812, -0.114], [4.214, -4.117, 0.059], [0.942, 2.640, -1.469], [1.241, -1.746, -0.609], [-0.960, 2.340, 5.240], [-1.601, 1.606, 4.766], [1.296, -7.874, -0.760], [0.743, 3.853, 1.941], [1.391, 5.410, -3.356], [-5.190, 5.598, 0.544], [2.525, 5.039, 1.732], [1.652, 4.840, -2.465], [-2.721, -2.927, 0.277], [4.372, -2.742, 0.164], [1.021, -7.067, -0.091], [2.069, -2.425, -0.449], [-1.934, 1.231, -4.793], [4.615, 0.383, -0.017], [-0.394, -7.180, -2.309], [-4.200, 1.208, 0.570], [2.858, -5.720, -0.389], [0.160, -4.136, 2.262], [5.333, -2.334, 0.459], [-3.379, 0.707, -6.284], [-3.077, -0.883, -4.873], [-5.757, 3.091, 0.935], [3.450, -0.423, -0.030], [-0.448, 4.087, 3.766], [-4.745, 3.264, 0.580], [3.308, -1.880, -0.092], [-4.057, -0.597, 5.543], [-3.833, -1.050, 3.108], [-1.485, -0.427, -3.122], [2.988, -4.647, -0.312], [1.358, 5.423, -1.590]], "forces_ev_per_angstrom": [[0.5, 0.4, -0.2], [-0.2, 0.2, 0.3], [0.0, -0.1, 0.0], [0.0, 0.0, 0.1], [0.2, 0.2, -0.6], [-0.2, -0.3, 0.1], [-0.1, -0.1, 0.1], [0.0, 0.1, 0.0], [-0.1, 0.0, 0.6], [0.0, 0.0, 0.0], [0.0, 0.0, 0.0], [-0.2, -0.2, 0.1], [0.1, 0.1, 0.0], [-0.1, -0.1, -0.6], [0.0, 0.0, -0.2], [-0.1, 0.0, 0.1], [-0.6, 0.1, 0.1], [0.1, 0.3, 0.0], [0.0, 0.0, 0.1], [0.0, 0.0, 0.0], [-0.3, -0.3, -0.1], [0.1, 0.0, 0.0], [0.0, 0.1, 0.0], [0.2, 0.4, 0.2], [-0.1, -0.1, 0.0], [0.0, 0.1, 0.0], [0.0, 0.0, 0.0], [0.0, 0.0, 0.0], [0.0, 0.0, 0.0], [-0.1, -0.3, 0.0], [0.0, 0.0, 0.0], [-0.4, -0.7, 0.7], [-0.3, -0.1, 0.2], [0.1, -0.3, 0.1], [0.0, 0.0, 0.0], [0.1, 0.0, 0.0], [0.1, 0.0, 0.0], [0.0, 0.0, 0.0], [0.1, -0.1, -0.1], [-0.1, -0.1, -0.1], [0.0, -0.2, 0.0], [0.0, 0.0, 0.0], [-0.7, -0.4, -0.1], [0.2, 0.1, -0.2], [0.0, 0.0, 0.0], [0.0, 0.0, 0.0], [-0.5, -0.3, 0.5], [0.1, 0.0, 0.0], [0.1, 0.1, 0.0], [0.1, -0.1, 0.0], [0.0, 0.0, 0.0], [0.0, 0.0, 0.1], [0.6, 0.5, -0.3], [0.1, 0.3, 0.0], [0.0, -0.5, 0.0], [0.1, -0.1, -0.1], [0.4, 0.5, 0.2], [-0.3, -0.2, 0.0], [0.0, 0.0, 0.0], [0.0, 0.1, 0.0], [-0.1, -0.1, 0.0], [0.0, 0.0, -0.1], [0.0, -0.2, -0.1], [0.0, 0.1, 0.0], [0.0, 0.0, 0.0], [0.2, 0.3, -0.1], [0.2, -0.1, -0.2], [0.0, 0.0, 0.0], [0.0, 0.0, -0.1], [0.0, 0.0, 0.0], [0.0, -0.1, 0.1], [0.0, 0.0, 0.0], [0.0, 0.0, 0.0], [0.0, 0.1, 0.0], [0.0, -0.1, 0.1], [0.0, -0.1, 0.0], [0.0, 0.1, 0.1], [-0.2, -0.1, 0.1], [0.3, 0.1, -0.1], [0.1, 0.0, 0.1], [0.0, -0.1, 0.2], [0.0, 0.0, 0.0], [-0.1, 0.0, 0.0], [0.3, 0.5, -0.3], [0.0, 0.1, -0.1], [0.0, 0.0, 0.0], [0.0, 0.0, 0.0], [0.0, 0.0, 0.0], [0.0, 0.0, 0.0], [0.0, 0.4, -0.1], [0.0, 0.0, 0.0], [-0.1, 0.0, 0.0], [-0.1, -0.2, -0.1], [0.0, 0.0, 0.0], [0.0, 0.0, 0.0], [0.1, 0.2, 0.1], [0.3, 0.0, -0.4], [0.0, 0.0, 0.0]], "e_lumo_ev": 4.0, "orbital_gap_ev": 4.9, "charge": -2}

***

Entry 5:
{"formula": "C22H28AgF6N3OPS", "method": "ωB97M-V with the def2-TZVPD basis set", "species": ["H", "H", "H", "C", "C", "H", "H", "H", "P", "C", "H", "C", "H", "F", "N", "H", "C", "C", "C", "C", "S", "N", "C", "C", "C", "H", "O", "H", "C", "H", "C", "H", "H", "C", "C", "C", "F", "H", "H", "N", "H", "F", "C", "H", "H", "F", "C", "H", "H", "F", "H", "H", "H", "F", "C", "H", "C", "C", "H", "C", "H", "H", "Ag"], "xyz": [[1.440, -0.238, -0.501], [-2.740, 1.688, 0.369], [-0.586, -1.684, 3.015], [-2.163, -0.248, 1.128], [-5.365, 1.848, 0.822], [1.672, 0.507, 1.084], [0.954, -4.272, 0.053], [-5.360, 2.047, -0.252], [3.887, 0.950, -2.836], [1.837, 4.670, -4.742], [0.537, -0.335, 3.052], [1.132, -3.326, 0.577], [3.001, -0.736, 2.870], [3.735, -0.464, -2.045], [-0.874, -0.054, 0.770], [0.904, 3.944, -1.031], [0.621, 4.299, -5.295], [-4.947, -0.446, 1.790], [1.484, -2.276, 2.830], [0.334, -1.297, 2.569], [-1.514, 3.141, -2.277], [-0.414, 3.867, -4.596], [-0.249, 3.796, -3.257], [-4.582, -2.738, 2.750], [1.914, 4.576, -3.366], [-2.107, -2.246, 2.007], [0.660, 3.735, -0.123], [3.590, -0.919, 0.454], [1.501, -0.447, 0.573], [2.685, 4.958, -5.345], [2.797, -1.667, 2.332], [1.553, -2.476, 3.906], [3.281, -3.396, 0.274], [0.163, -1.032, 1.059], [-2.726, -1.393, 1.762], [2.681, -1.390, 0.831], [2.411, 1.388, -2.335], [-0.971, -2.837, 0.549], [2.017, -4.308, 2.296], [0.886, 4.180, -2.631], [0.478, 4.330, -6.374], [4.551, 1.604, -1.508], [2.445, -2.708, 0.092], [0.277, -4.032, 2.441], [-5.655, -2.675, 2.941], [4.056, 2.363, -3.613], [-4.074, -1.483, 2.081], [2.827, 4.813, -2.831], [-6.002, -0.522, 2.037], [5.370, 0.503, -3.348], [3.632, -2.351, 2.528], [-6.391, 1.631, 1.125], [-4.079, -2.909, 3.706], [3.236, 0.286, -4.162], [1.216, -3.589, 2.086], [-0.066, -2.122, -0.773], [-0.024, -2.362, 0.293], [-4.444, 0.701, 1.163], [-4.401, -3.618, 2.128], [-3.108, 0.789, 0.854], [2.405, -2.515, -0.984], [-5.050, 2.768, 1.319], [-0.276, 1.734, -0.292]], "forces_ev_per_angstrom": [[0.0, 0.0, 0.0], [0.0, 0.0, 0.0], [0.1, 0.1, 0.0], [0.0, 0.1, -0.1], [0.0, 0.0, 0.0], [0.0, 0.0, 0.0], [0.0, 0.0, 0.0], [0.0, 0.0, 0.0], [0.0, -0.1, 0.1], [0.0, -0.1, -0.1], [0.0, 0.0, 0.0], [0.0, 0.0, 0.0], [0.0, 0.0, 0.0], [0.0, 0.0, -0.1], [-0.2, 0.0, 0.0], [0.2, 0.3, -1.0], [0.1, 0.1, -0.1], [0.0, 0.0, 0.0], [0.0, 0.0, 0.0], [-0.1, -0.1, 0.1], [0.1, -0.3, 0.4], [-0.1, 0.0, 0.3], [0.4, -0.1, 0.1], [0.0, 0.0, 0.0], [-0.2, 0.0, 0.0], [-0.1, 0.1, 0.0], [-0.7, -1.0, 1.8], [0.0, 0.0, 0.0], [0.0, 0.0, 0.0], [0.0, 0.0, 0.0], [0.0, 0.0, 0.0], [0.0, 0.0, 0.0], [0.0, 0.0, 0.0], [0.1, -0.1, 0.0], [0.0, -0.1, 0.0], [0.0, 0.0, 0.0], [0.1, 0.0, 0.0], [0.0, 0.0, 0.0], [0.0, 0.0, 0.0], [0.2, 0.1, -1.0], [0.0, 0.0, 0.0], [0.0, 0.0, 0.0], [0.0, 0.0, 0.0], [0.0, 0.0, 0.0], [0.0, 0.0, 0.0], [0.0, 0.1, -0.1], [0.0, 0.0, 0.0], [0.0, 0.0, 0.0], [0.0, 0.0, 0.0], [-0.1, 0.0, 0.0], [0.0, 0.0, 0.0], [0.0, 0.0, 0.0], [0.0, 0.0, 0.0], [0.1, 0.0, 0.0], [0.0, 0.0, 0.0], [0.0, 0.0, 0.0], [0.0, 0.0, 0.0], [0.0, 0.0, 0.0], [0.0, 0.0, 0.0], [0.1, -0.1, 0.0], [0.0, 0.0, 0.0], [0.0, 0.0, 0.0], [-0.2, 1.0, -0.3]], "e_lumo_ev": [4.5, 3.9], "spin_multiplicity": 2, "orbital_gap_ev": [6.1, 5.5], "charge": -2, "de_lowest_kcal_mol": 0.0}

***

Entry 6:
{"formula": "C6H14N5", "method": "ωB97M-V with the def2-TZVPD basis set", "species": ["C", "H", "H", "H", "C", "H", "N", "C", "C", "H", "C", "H", "C", "H", "H", "H", "H", "N", "H", "N", "H", "H", "N", "H", "N"], "xyz": [[1.405, 0.339, -1.070], [0.912, -0.228, -1.792], [-1.665, 2.560, -0.189], [-0.790, 1.472, 2.272], [-0.309, 1.814, 1.345], [1.306, 1.350, -1.348], [0.863, 0.990, 1.278], [-0.689, -0.621, 0.137], [-1.444, 0.517, -0.440], [-2.729, 1.238, -1.816], [0.789, -0.047, 0.337], [1.924, -1.131, 1.558], [0.795, -2.378, 0.311], [-0.043, 2.875, 1.542], [0.455, -3.069, 1.209], [1.449, -2.899, -0.451], [1.835, 1.498, 1.252], [-1.072, 1.713, 0.090], [-2.581, -0.655, -1.880], [1.529, -1.225, 0.683], [2.445, 0.315, -1.024], [-0.502, -2.117, -1.383], [-0.420, -1.899, -0.377], [-1.068, -0.732, 1.172], [-2.396, 0.320, -1.415]], "forces_ev_per_angstrom": [[-1.6, 1.1, 1.9], [0.0, -1.3, -1.6], [1.3, -1.6, 0.6], [-1.2, 0.1, -0.7], [1.1, 0.4, 0.9], [-1.0, 1.6, -0.2], [3.3, 1.5, 0.8], [1.6, 1.6, 1.5], [-0.8, -0.8, -1.0], [0.0, -2.0, 0.1], [1.0, -0.3, -2.5], [0.6, -0.4, 2.3], [-0.2, -2.6, -0.2], [-0.2, -0.6, -0.5], [1.0, 1.2, -1.7], [-1.2, -0.3, 1.0], [-2.8, -1.1, -0.1], [-3.3, 0.5, -1.3], [0.6, 2.8, 1.3], [-0.6, 1.0, -0.6], [1.8, -1.2, 0.0], [0.3, 0.5, 1.0], [-0.9, -1.2, -1.4], [-0.1, 0.2, -0.1], [1.4, 1.0, 0.5]], "e_lumo_ev": -3.5, "smiles": "C[C@@]12NCNC(=[NH2+])[C@H]1NCN2", "orbital_gap_ev": 8.6, "charge": 1, "de_lowest_kcal_mol": 73.7}

***

no.,molar mass (u)
1,117.09
2,271.35
3,104.12
4,841.66
5,635.38
6,156.21